Entry 1:
Entry from the OMol25 dataset: 2 unconnected molecules or ions with the total composition C4H9N2S in a non-equilibrium geometry (wB97M-V/def2-TZVPD).

Atoms and positions in Å:
C  0.92  0.03  1.15
C  2.04  0.60  -0.71
C  -3.07  -0.38  0.09
C  0.94  -0.31  -1.14
N  2.01  0.72  0.57
N  0.17  -0.53  0.10
S  -1.82  0.87  -0.22
H  0.17  0.47  1.87
H  1.23  -0.77  1.76
H  2.59  0.98  -1.49
H  -2.56  -1.30  0.10
H  -3.74  -0.35  -0.82
H  -3.27  -0.23  1.13
H  0.20  0.23  -1.95
H  1.40  -1.22  -1.46
H  2.79  1.19  1.01

Values from the calculation:
Net charge   +1
ΔE to the lowest compared entry with this formula, charge and spin   511.9 kJ/mol
HOMO (spin up / spin down)   -12.866 / -12.867 eV
LUMO level (spin up / spin down)   -5.37 / -5.38 eV

Entry 2:
Entry from the OMol25 dataset: a single C4H9N3 molecule in a non-equilibrium geometry (wB97M-V/def2-TZVPD).

Atoms and positions in Å:
C  -0.30  0.77  -1.56
C  -0.25  0.41  2.39
C  -0.20  -0.62  -0.96
C  0.33  -0.11  1.11
N  -0.31  -1.66  -1.83
N  -0.41  -0.91  0.33
N  1.49  0.24  0.61
H  0.04  -1.52  -2.77
H  -0.13  -2.56  -1.41
H  1.92  1.00  1.15
H  -0.64  1.50  -0.83
H  -1.00  0.76  -2.40
H  0.68  1.07  -1.94
H  0.53  0.55  3.14
H  -0.75  1.37  2.20
H  -0.99  -0.30  2.77

Values from the calculation:
SMILES string   [H]/N=C(C)/N=C(\C)N
Net charge   0
ΔE to the lowest compared entry with this formula, charge and spin   75.9 kJ/mol
HOMO   -8.450 eV
LUMO level   0.99 eV

Entry 3:
Entry from the OMol25 dataset: a molecular structure, C4H9N3 in a non-equilibrium geometry (wB97M-V/def2-TZVPD).

Atoms and positions in Å:
C  -0.64  -0.21  0.26
C  -0.21  0.66  1.42
C  -0.03  -0.11  -0.98
N  -2.21  0.76  -0.38
C  1.38  -1.38  -0.05
N  0.25  0.32  -2.09
N  2.52  -1.07  0.37
H  -1.16  -1.14  0.46
H  -1.93  1.70  -0.67
H  -2.55  0.32  -1.24
H  1.15  0.03  -2.48
H  2.58  -0.08  0.66
H  1.19  -2.42  -0.39
H  0.44  0.10  2.09
H  0.33  1.54  1.08
H  -1.10  0.98  1.95

Values from the calculation:
Net charge   0
ΔE to the lowest compared entry with this formula, charge and spin   577.4 kJ/mol
HOMO   -7.224 eV
LUMO level   0.80 eV

Entry 4:
Entry from the OMol25 dataset: a single C4H9N3 molecule in a non-equilibrium geometry (wB97M-V/def2-TZVPD).

Atoms and positions in Å:
C  -2.72  0.32  0.45
C  1.96  -0.74  0.52
N  -1.38  0.39  -0.04
C  -0.41  -0.10  0.62
C  0.76  0.70  -1.22
N  0.82  0.02  0.06
N  1.59  0.61  -2.16
H  2.30  -0.12  -2.06
H  -0.49  -0.73  1.52
H  0.05  1.52  -1.28
H  -3.35  -0.12  -0.33
H  -3.09  1.34  0.63
H  -2.82  -0.27  1.37
H  2.22  -1.53  -0.20
H  2.82  -0.08  0.64
H  1.73  -1.21  1.47

Values from the calculation:
SMILES string   [H]/N=C\N(C)/C=N/C
Net charge   0
ΔE to the lowest compared entry with this formula, charge and spin   147.2 kJ/mol
HOMO   -8.671 eV
LUMO level   0.85 eV

Entry 5:
Entry from the OMol25 dataset: 2 unconnected molecules or ions with the total composition C4H9N3 in a non-equilibrium geometry (wB97M-V/def2-TZVPD).

Atoms and positions in Å:
C  0.19  -1.84  0.00
C  -0.06  -1.24  -1.16
C  0.34  2.88  -0.73
C  -0.83  -2.11  1.05
N  0.17  1.60  -0.10
N  0.62  1.25  0.95
N  0.88  0.60  1.84
H  1.18  -2.23  0.20
H  0.70  -1.10  -1.91
H  -1.05  -0.89  -1.40
H  -0.09  2.80  -1.72
H  1.39  3.15  -0.82
H  -0.19  3.65  -0.17
H  -0.96  -3.18  1.20
H  -1.80  -1.68  0.78
H  -0.51  -1.68  2.00

Values from the calculation:
Net charge   0
ΔE to the lowest compared entry with this formula, charge and spin   317.6 kJ/mol
HOMO   -9.295 eV
LUMO level   0.80 eV

Entry 6:
Entry from the OMol25 dataset: a single C4H9N3 molecule in a non-equilibrium geometry (wB97M-V/def2-TZVPD).

Atoms and positions in Å:
C  0.03  -1.04  1.62
N  -0.79  0.24  -1.42
C  0.17  -0.82  0.13
N  1.27  -1.42  -0.46
C  0.02  1.28  -0.86
C  -0.43  2.22  0.02
N  -1.02  -0.74  -0.54
H  -1.55  0.47  -2.07
H  1.58  -2.30  -0.06
H  1.21  -1.37  -1.47
H  0.71  1.61  -1.63
H  -0.16  -2.10  1.81
H  -0.83  -0.49  2.00
H  0.94  -0.72  2.12
H  -0.07  3.24  -0.04
H  -1.07  1.95  0.85

Values from the calculation:
SMILES string   C=CN/N=C(/C)N
Net charge   0
ΔE to the lowest compared entry with this formula, charge and spin   506.6 kJ/mol
HOMO (spin up / spin down)   -6.376 / -7.327 eV
LUMO level (spin up / spin down)   0.81 / 0.30 eV

Entry 7:
Entry from the OMol25 dataset: a gas-phase ion, C4H9N3 (charge +2) in a non-equilibrium geometry (wB97M-V/def2-TZVPD).

Atoms and positions in Å:
C  -0.14  -0.60  0.26
C  1.84  -0.32  -0.79
C  -1.38  -0.99  0.89
C  -0.90  1.78  -0.08
N  1.22  0.92  -0.67
N  0.96  -1.24  -0.06
N  0.04  0.72  -0.24
H  1.94  -0.55  -1.90
H  3.04  -0.31  -0.70
H  -1.25  -0.85  1.97
H  -1.40  -2.03  0.93
H  -2.15  -0.61  0.25
H  -1.13  1.95  0.89
H  -1.74  1.51  -0.58
H  -0.31  2.76  -0.32
H  1.37  -2.13  0.15

Values from the calculation:
SMILES string   CC1=[NH+]CN=[N+]1C
Net charge   +2
ΔE to the lowest compared entry with this formula, charge and spin   321.4 kJ/mol
HOMO   -22.303 eV
LUMO level   -11.96 eV

Entry 8:
Entry from the OMol25 dataset: a molecular structure, C4H9N3 in a non-equilibrium geometry (wB97M-V/def2-TZVPD).

Atoms and positions in Å:
C  1.93  -0.16  -0.55
C  -0.21  0.16  0.36
C  1.38  -1.73  1.24
C  -1.55  0.82  -1.51
N  1.55  0.50  -1.52
N  1.18  -0.55  0.39
N  -0.38  0.82  -0.90
H  -0.83  -0.60  0.57
H  -0.06  0.84  1.19
H  0.61  -2.48  0.98
H  2.31  -2.38  0.82
H  1.29  -1.35  2.32
H  -2.36  0.28  -1.18
H  -1.62  1.56  -2.33
H  2.69  0.91  -2.01
H  0.25  1.66  -1.19

Values from the calculation:
Net charge   +2
ΔE to the lowest compared entry with this formula, charge and spin   372.6 kJ/mol
Multiplicity   3
Expectation value of S²   2.019
HOMO (spin up / spin down)   -18.136 / -21.440 eV
LUMO level (spin up / spin down)   -9.98 / -13.09 eV

Q: ΔE to the lowest compared entry with this formula, charge and spin of number 7 (C4H9N3)?
A: 321.4 kJ/mol

Q: ΔE to the lowest compared entry with this formula, charge and spin of number 7 (C4H9N3)?
A: 321.4 kJ/mol

Q: What is the formula in the second record?
A: C4H9N3

Q: Look up the net charge of the third one.
A: 0